ORCA calculation (the ωB97M-V functional and the def2-TZVPD basis) on a structure of composition C22H21BClCrN6.

Values from the calculation:
**Gap between HOMO and LUMO (alpha / beta)**: 8.3 / 8.3 eV
**Lowest unoccupied orbital energy (alpha / beta)**: 0.504 / 0.641 eV
**E_HOMO (alpha / beta)**: -7.78 / -7.64 eV
**Multiplicity**: 4
**Energy above the lowest of the compared OMol25 structures with the same formula, charge and spin**: 12.1 kcal/mol
**Total energy**: -2709.060358 Eh

Each line ends with the Mulliken charge.
Atoms and positions in Å:
C -1.9840 -2.5558 0.7161  -0.378
H -0.0485 -4.4983 2.4794  0.442
H 0.3358 1.5041 5.1402  0.396
C -0.5762 -3.7656 1.8932  -0.222
H 2.6479 0.1617 -4.7312  0.378
C -0.8490 2.2959 -0.0484  0.107
H -0.9783 2.4209 -4.9829  0.432
H -0.2964 -2.0450 -1.9157  0.465
H -4.3004 2.9050 1.5069  0.387
H 1.8641 -2.7571 2.8222  -0.117
C 0.9081 -0.3736 4.1192  -0.108
H 2.7057 0.2699 -1.6233  0.642
H 1.2638 -1.0576 4.8716  0.465
C -3.3210 2.7370 1.0749  -0.573
H -2.8302 -2.1420 0.1940  0.500
N 2.2407 -1.5225 0.9565  -0.043
B 1.3116 -1.9988 2.0863  0.060
H 1.6256 -1.2535 -2.9939  0.574
Cl -2.5960 1.1568 -3.1196  -0.223
C 0.4274 0.9155 4.2445  -1.219
N -0.8370 -1.8878 0.7908  0.534
C -0.2276 -0.1968 -2.9201  0.178
C 0.9151 1.4055 -4.9588  -0.482
C 4.0080 -0.7594 -0.1244  -1.248
H -0.5908 4.4369 0.0118  0.386
H -2.6208 -4.5217 1.5281  0.414
C 2.8285 -0.3380 -0.7420  -0.316
C -1.6610 1.1952 0.2332  0.501
C -1.8669 -3.7655 1.4007  -1.252
C 1.6390 0.3665 -4.3942  -0.665
H 5.0205 -0.5484 -0.4194  0.427
H 4.1448 -2.0077 1.7259  0.452
C -2.4809 3.8128 0.8137  -0.491
C -0.7682 -1.0626 -1.8506  -1.537
H -2.7873 4.8193 1.0687  0.381
H -1.8473 -1.1865 -1.9465  0.793
C 0.0899 1.2919 2.9414  -0.095
N 0.8537 -0.7160 2.8235  0.001
Cr -0.2633 -0.1803 0.0094  -0.340
C -0.9373 0.8559 -3.5339  0.778
H 1.3452 2.0156 -5.7420  0.378
N 0.0253 -2.6280 1.5107  0.066
H -3.5855 0.6129 0.9843  0.339
N 1.7719 -0.8095 -0.0838  0.470
C -2.9118 1.4408 0.7872  -0.612
C -0.3823 1.6371 -4.5349  -0.628
C 1.0706 -0.4211 -3.4106  -0.605
N 0.3556 0.3015 2.0958  0.510
H 0.1297 2.1294 -0.5317  0.385
C -1.2365 3.5963 0.2353  -0.827
H -0.3274 2.2198 2.5854  0.369
C 3.5833 -1.5053 0.9565  -0.228


ORCA calculation (the ωB97M-V functional and the def2-TZVPD basis) on an isolated molecule of C4H7N3 at a distorted geometry.

Values from the calculation:
**Gap between HOMO and LUMO**: 6.0 eV
**Lowest unoccupied orbital energy**: -0.676 eV
**E_HOMO**: -6.70 eV
**Energy above the lowest of the compared OMol25 structures with the same formula, charge and spin**: 110.2 kcal/mol
**Total energy**: -320.707632 Eh

Each line ends with the Mulliken charge.
Atoms and positions in Å:
H -1.9473 2.0705 -0.0460  0.285
C 1.2277 0.1128 -1.3044  -0.894
H 1.1492 -2.1152 -0.3840  0.375
N -1.2251 1.4534 -0.4267  -0.479
C -0.8986 0.8867 1.8851  0.079
H -0.4101 -2.0373 0.5641  0.335
N 0.4988 -0.1391 0.0200  -0.053
H 0.3992 0.4487 -1.9736  0.222
C 0.1841 -1.6048 -0.2443  -0.929
H -0.3267 -1.6535 -1.2103  0.345
N -1.1590 1.0223 3.0101  -0.359
H 1.1523 -0.1311 0.8098  0.355
C -0.6247 0.7811 0.4522  0.501
H 1.9804 0.9056 -1.1519  0.217


ORCA calculation (the ωB97M-V functional and the def2-TZVPD basis) on a cluster of 2 separate species, C7H7O3S in total at a distorted geometry.

Values from the calculation:
**Gap between HOMO and LUMO**: 6.7 eV
**Lowest unoccupied orbital energy**: 2.945 eV
**E_HOMO**: -3.71 eV
**Net charge**: -1
**Energy above the lowest of the compared OMol25 structures with the same formula, charge and spin**: 76.7 kcal/mol
**Total energy**: -894.792947 Eh

Each line ends with the Mulliken charge.
Atoms and positions in Å:
O 0.8101 -2.3442 0.6789  -0.465
C -0.9254 0.2505 1.9202  -1.147
H -1.0506 1.0353 2.5952  0.366
H 0.4576 1.3500 -0.7319  0.306
C -1.7343 -0.8571 -1.4878  0.694
C 0.4485 0.1290 1.2056  1.549
H -1.7404 0.3107 1.1421  0.258
C -0.6102 -0.6438 -1.9639  -0.413
H 0.5073 -0.9847 -3.6749  0.290
O -2.8332 -0.8477 -1.0064  -0.698
O 1.2716 0.5767 -2.6738  -0.603
C 0.9138 -1.2252 1.0730  -0.270
C 0.8357 1.1995 0.2648  -1.290
H 0.5962 2.2605 0.6368  0.278
H -1.0898 -0.7803 2.5198  0.273
H 1.9204 1.2370 0.0055  0.337
C 0.3937 -0.2638 -2.8355  -0.194
S 1.8289 -0.4024 2.3326  -0.273


ORCA calculation (the ωB97M-V functional and the def2-TZVPD basis) on a cluster of 10 separate species, C15H22Cl27N2O2S in total at a distorted geometry.

Values from the calculation:
**Gap between HOMO and LUMO**: 7.9 eV
**Lowest unoccupied orbital energy**: -4.149 eV
**E_HOMO**: -12.09 eV
**Net charge**: +1
**Total energy**: -13667.732503 Eh

Each line ends with the Mulliken charge.
Atoms and positions in Å:
H 2.4605 -0.8357 -2.1712  0.342
Cl -0.7163 -7.4640 1.2982  -0.113
H -5.4966 -0.5699 4.5188  0.310
Cl -0.1761 0.5618 -0.6621  -0.088
C 3.3465 -0.6074 -1.4921  -0.118
C 2.1593 3.3976 4.8723  -0.082
Cl -5.1961 -2.6212 3.4146  -0.090
O 5.9264 -4.8753 -1.8609  -0.286
H 6.6192 1.6187 -1.8773  0.336
H -2.0902 -7.8465 3.1647  0.364
H 3.8953 2.4205 -1.5655  -0.117
C -1.3969 -3.1377 -0.1085  -0.206
Cl -6.1975 1.8454 -5.1664  -0.137
Cl -6.9323 1.3662 -2.3950  -0.105
H 3.7999 -0.3072 1.7420  0.191
N 5.5997 -2.4994 -1.7236  -0.359
C -5.6440 -0.9123 3.4982  -0.061
O 5.8896 2.2289 -2.1115  -0.537
H -5.9639 3.2894 -3.3293  -0.374
H 2.9237 0.0050 -0.6395  0.154
Cl -4.4462 -0.7028 -2.4139  -0.016
Cl -7.3454 -0.6939 3.0784  -0.111
H 1.5338 -2.2361 1.7362  0.150
H 3.4909 -1.7723 2.7656  0.431
Cl 1.7275 3.5295 -0.7097  -0.031
H 4.3314 -3.3669 1.1564  0.478
H -1.9647 -4.0278 -0.3680  0.396
N 2.0198 -1.4647 1.2562  0.026
Cl 0.6571 4.2983 4.6425  -0.096
Cl -1.9181 4.5550 -1.5010  -0.050
H 2.0648 5.8510 -0.8633  0.370
Cl -4.4856 -3.5958 -2.1200  -0.111
Cl -0.1474 -3.5943 1.0582  -0.167
C 4.3296 0.3389 -2.3168  -0.589
H 1.5530 -0.6048 1.5828  -0.117
Cl -0.6672 -2.4945 -1.5878  -0.096
C 4.4220 -2.2746 0.8435  -0.550
Cl -2.7541 -5.7206 2.4200  -0.061
C 5.9030 -3.7354 -1.6346  0.648
Cl 1.9768 2.2006 6.1596  -0.122
Cl -4.8008 4.6614 -1.1473  -0.119
Cl 2.6252 5.3603 1.3631  -0.076
H 3.7710 0.6727 -3.2528  0.240
Cl 4.2357 4.9698 -1.0251  -0.106
C 3.4327 -1.3826 1.6916  -0.670
Cl 2.6515 2.6160 3.3613  -0.067
Cl -3.6508 4.9365 -3.8044  -0.124
Cl -6.6706 -2.2420 -3.4759  -0.113
C -1.5646 -6.9801 2.7727  -0.070
C -6.7298 2.5910 -3.6532  0.732
C 2.5936 5.0376 -0.3737  -0.113
S 4.0431 -2.2344 -0.9935  0.224
C -4.9341 -2.2320 -3.1558  -0.020
Cl 0.1884 1.6479 2.0102  -0.017
Cl -0.4159 -6.4249 3.9970  -0.119
Cl -4.6121 0.0538 2.4332  -0.061
H -3.3713 6.3463 -1.9464  0.311
H 2.9374 4.0979 5.1638  0.355
C 4.7134 1.6489 -1.4904  -0.092
H 5.2786 -0.1478 -2.6812  0.484
C -0.9937 1.0852 0.8190  0.132
C -3.4274 5.2696 -2.0819  -0.031
H 4.9344 1.3231 -0.4280  0.308
Cl -2.1715 2.3518 0.4638  -0.034
Cl -8.2327 3.4888 -3.8973  -0.126
H -1.5210 0.2339 1.2363  -0.026
H 5.5155 -1.9970 1.0046  0.443
Cl -2.5042 -1.9624 0.6026  0.058
H -4.4111 -2.3350 -4.1025  0.292


ORCA calculation (the ωB97M-V functional and the def2-TZVPD basis) on a cluster of 3 separate species, C27H50N3O9PS in total at a distorted geometry.

Values from the calculation:
**Gap between HOMO and LUMO**: 8.7 eV
**Lowest unoccupied orbital energy**: 0.445 eV
**E_HOMO**: -8.24 eV
**Total energy**: -2639.768583 Eh
**SMILES**: CCO[C@@]1(C)[C@@](CCCCOC(C)=O)(C[C@@H](O)CN)OC(=O)[C@]1(CSCC)P(=O)(O)O.CCCC#N.CCCC#N

Each line ends with the Mulliken charge.
Atoms and positions in Å:
H -6.3129 0.8973 0.1321  0.338
H -2.9060 -7.5492 -3.7209  0.336
H -2.9190 -1.8248 -3.1310  0.041
C 7.8176 5.2257 0.8759  -0.424
H -2.9785 -6.5210 -5.9612  0.316
C 2.8537 3.3210 2.3644  -0.748
O -3.7795 1.4507 3.0859  -0.668
H -2.4929 -4.1469 -5.3447  0.263
C -0.5271 -1.0228 1.9047  1.413
H 2.8423 2.9898 4.4997  0.331
H -5.0985 0.1690 2.2591  0.461
H -0.6326 -0.5734 -0.6219  -0.251
O -1.2042 -0.4495 -4.5807  -0.417
S 0.7761 1.9144 3.7639  -0.246
H -3.4614 -6.0604 -2.9691  0.343
H -1.6558 -2.7047 3.7301  0.350
C 0.4724 1.4654 -4.6787  -0.858
C -4.1178 0.6050 1.9788  -0.297
O 2.9779 0.4626 0.1268  -0.745
H -3.5682 -0.7077 -1.2397  0.129
C -0.4305 -2.4483 1.3322  -2.079
H 8.7970 7.1511 0.9631  0.335
H 2.4814 0.7370 2.5959  0.822
H -3.0969 -1.0267 2.8836  0.273
H 6.2802 4.7752 -0.5886  0.304
C -1.4327 -0.2842 -3.1642  -0.225
N -5.3683 0.6711 -0.1688  -0.606
H 3.8927 -1.3984 1.3853  0.364
H -0.2660 2.0596 -4.1189  0.282
C 0.0811 -0.0108 -4.8332  0.726
H 0.2469 -3.7976 4.5362  0.299
C 0.6913 -0.0423 1.6438  2.260
H 0.7367 1.9197 -5.6443  0.323
C -0.1062 1.2568 1.2030  -1.322
O -0.7338 -0.8272 3.3126  -0.263
O 0.2866 2.1789 0.6447  -0.402
H -1.3267 -3.0215 1.6350  0.525
C 5.3845 5.1170 1.2789  0.308
H -1.8699 -6.1177 -3.7433  0.295
H 0.7927 -2.3620 5.4551  0.315
H 7.0757 7.2253 1.3114  0.338
H 0.4281 -3.0111 1.7385  0.381
H 7.6296 7.0042 -0.3554  0.292
C 6.4908 4.5803 0.4642  -0.313
C 0.4545 -2.7134 4.4687  -1.194
H -2.0133 0.6331 -2.9432  0.173
C 2.0872 3.1842 3.7170  -0.461
H 1.6555 -0.3927 3.6408  0.312
C -3.1525 -0.6161 1.8609  -0.365
H 2.6371 4.2936 1.9091  0.365
H 1.3977 1.4822 -4.0770  0.293
C -2.0474 -1.5256 -2.5053  -0.325
H -2.8449 -2.1722 -0.5337  0.281
C -1.7825 -0.3031 1.2602  1.504
O 2.9569 -1.6239 1.5058  -0.593
C -3.5157 -4.5287 -5.3574  -0.330
C -0.8942 -1.9962 4.0986  -0.307
H 1.2314 -2.5674 3.7040  0.286
O 0.9088 -0.7738 -5.1394  -0.502
H 2.6148 2.5478 1.6178  0.316
H 8.6233 4.7870 0.2833  0.314
C 1.4753 0.4423 2.9528  -1.846
C -2.6171 -1.2401 -1.0703  -0.841
H 8.0285 4.9972 1.9233  0.289
H -3.7106 -1.3845 1.2930  0.363
C -4.2881 -3.8566 -4.2954  0.259
N -4.8801 -3.3379 -3.4733  -0.483
H -1.2895 -1.6449 5.0703  0.464
H -3.4817 2.2707 2.6674  0.384
N 4.5323 5.5309 1.9090  -0.460
H -4.5532 -6.4164 -5.1893  0.288
H -0.3852 -2.5000 0.2390  0.339
C -3.5265 -6.0457 -5.1450  -0.421
H -1.3572 -2.3848 -2.4527  0.257
P 2.0782 -0.6149 0.5798  0.693
C -1.6512 -0.2769 -0.3095  -0.872
C 7.8259 6.7386 0.6859  -1.127
H -4.8510 2.3333 0.9488  0.596
H 6.5371 3.4992 0.6044  0.237
H -0.4450 -0.1114 -2.6848  0.179
H -3.9569 -4.2794 -6.3230  0.322
C -4.3705 1.3787 0.6527  -0.888
C -2.9039 -6.4627 -3.8171  -1.135
O 1.6268 -1.4589 -0.7414  -0.545
H 1.5359 -0.7985 -1.4496  0.241
O -1.4173 1.0860 1.5591  -0.306
H -1.8080 0.7312 -0.7141  0.536
H 3.9444 3.3037 2.4865  0.039
H 1.6605 4.1716 3.9527  0.343
H -5.3076 -0.3348 -0.0171  0.259
H -3.4598 1.6523 0.1052  0.173